No. 1
A single C4H7NO2 molecule, computed with ωB97M-V with the def2-TZVPD basis set.

Atoms and positions in Å:
N (1.740, 0.675, 0.901)
C (0.710, -0.255, 0.888)
O (-0.541, 0.306, 0.721)
C (0.888, -1.569, 1.016)
C (-1.045, -0.032, -0.538)
C (-1.800, 1.002, -1.220)
O (-0.471, 0.646, -1.621)
H (1.552, 1.525, 0.392)
H (2.628, 0.262, 0.644)
H (0.077, -2.253, 1.231)
H (1.899, -1.943, 0.920)
H (-1.183, -1.099, -0.706)
H (-1.859, 1.951, -0.697)
H (-2.595, 0.783, -1.932)

The calculation puts the LUMO energy at 1.05 eV. Its SMILES is C=C(N)O[C@H]1CO1. For the energy above the lowest of the compared OMol25 structures with the same formula, charge and spin, the calculation gives 274.4 kJ/mol.



No. 2
A single C6H8S2 molecule at a distorted geometry, computed with ωB97M-V with the def2-TZVPD basis set.

Atoms and positions in Å:
C (0.380, -0.458, -0.930)
C (0.301, 1.047, -1.451)
C (0.008, 1.278, 0.185)
C (-0.671, -0.188, 0.147)
C (-0.383, -0.682, 1.457)
C (-0.168, -1.397, 2.409)
H (2.843, -1.390, -1.290)
H (0.043, -1.331, -1.560)
H (-0.593, 1.188, -2.178)
H (1.407, 1.486, -1.715)
H (-0.588, 2.138, 0.777)
H (0.916, 1.066, 0.855)
H (-3.035, 0.121, 0.482)
H (-0.009, -1.652, 3.360)
S (1.916, -0.890, -0.071)
S (-2.366, -0.336, -0.478)

The calculation puts the LUMO energy at 0.49 eV. Its SMILES is C#C[C@@]1(S)CC[C@H]1S. For the energy above the lowest of the compared OMol25 structures with the same formula, charge and spin, the calculation gives 525.9 kJ/mol.



No. 3
2 unconnected molecules or ions with the total composition CClN3O2 at a distorted geometry, computed with ωB97M-V with the def2-TZVPD basis set.

Atoms and positions in Å:
C (-0.333, -0.659, -0.994)
N (0.478, -1.047, -1.660)
N (-1.147, -0.180, -0.061)
N (0.487, 0.884, 0.918)
O (0.634, 1.848, 0.365)
O (0.657, 0.215, 1.830)
Cl (-1.307, -1.519, 1.041)

The calculation puts the LUMO energy (alpha / beta) at -2.23 / -1.58 eV. For the energy above the lowest of the compared OMol25 structures with the same formula, charge and spin, the calculation gives 137.4 kJ/mol.



Question: energy above the lowest of the compared OMol25 structures with the same formula, charge and spin of number 1 (C4H7NO2)?
Answer: 274.4 kJ/mol